The following is a quantum chemistry calculation of a 2-piece molecular cluster, C12H28BFI2N2O7S overall, from the OMol25 dataset.

Last column: Mulliken charge in e.
CARTESIAN COORDINATES (ANGSTROEM)
C: -0.967 0.221 3.061  -1.586
C: 0.165 0.036 2.040  0.585
O: 0.612 1.321 1.536  -0.561
C: -0.249 -0.746 0.792  -1.984
C: -0.029 -2.260 0.805  1.150
N: -1.189 -2.856 1.460  -0.651
O: 0.138 -2.723 -0.493  -0.524
B: 0.760 -4.040 -0.435  0.431
I: -0.806 -5.755 -0.347  -0.350
C: 1.752 -4.335 -1.675  -1.039
C: 1.665 -3.259 -2.765  0.013
C: 2.150 -3.790 -4.129  -0.885
S: 3.059 -2.683 -5.145  1.236
O: 2.219 -1.631 -5.648  -0.624
O: 3.868 -3.418 -6.074  -0.642
O: 4.020 -2.055 -4.030  -0.465
O: 1.487 -4.000 0.897  -0.442
C: 1.287 -2.827 1.442  0.182
F: 1.223 -2.893 2.798  -0.317
I: 3.096 -1.588 0.992  -0.137
H: -0.919 1.230 3.493  0.315
H: -1.957 0.115 2.610  0.372
H: -0.872 -0.475 3.897  0.421
H: 1.002 -0.432 2.552  0.444
H: 1.006 1.794 2.281  0.390
H: -1.326 -0.608 0.651  0.542
H: 0.262 -0.341 -0.081  0.281
H: -1.416 -2.316 2.289  0.173
H: -1.009 -3.806 1.769  0.330
H: 2.783 -4.395 -1.304  0.212
H: 1.529 -5.308 -2.122  0.439
H: 0.638 -2.906 -2.872  0.202
H: 2.281 -2.405 -2.487  0.294
H: 1.319 -4.112 -4.761  0.417
H: 2.810 -4.651 -3.991  0.419
H: 4.515 -1.335 -4.460  0.345
C: -1.278 5.486 -0.141  -1.556
C: -0.883 4.283 0.695  0.169
C: -1.956 3.221 0.887  0.026
O: -2.958 3.682 1.775  -0.476
C: -4.176 4.142 1.186  -0.678
N: -0.579 4.736 2.105  -0.242
H: -2.050 6.084 0.348  0.374
H: -0.422 6.132 -0.339  0.436
H: -1.668 5.149 -1.099  0.366
H: 0.025 3.823 0.306  0.380
H: -1.483 2.349 1.341  -0.291
H: -2.367 2.912 -0.076  0.606
H: -4.376 3.614 0.254  0.338
H: -4.149 5.218 0.995  0.256
H: -4.975 3.930 1.892  0.263
H: -0.030 5.594 2.139  0.374
H: -0.090 4.006 2.626  0.267
H: -1.494 4.872 2.560  0.406

Calculated total energy: -60641.7762 eV